Entry one
ORCA calculation (wB97M-V/def2-TZVPD) on a 8-piece molecular cluster, C31H64NO15S7 overall.

Results
M ... 915.314 u
HOMO ... -0.411 Eh
Orbital gap ... 9.3 eV
Charge ... +1

Atoms and positions in Å:
1 C 33.954 49.579 11.751
2 C 34.069 50.246 10.333
3 O 35.219 50.068 9.906
4 N 32.972 50.748 9.648
5 H 33.211 51.652 9.381
6 H 33.098 50.239 8.709
7 C 31.602 50.550 10.081
8 H 34.106 50.346 12.492
9 H 34.724 48.961 12.019
10 H 32.975 49.109 11.940
11 H 31.314 50.874 11.103
12 H 31.183 49.423 10.191
13 H 30.991 51.037 9.286
14 C 26.664 48.600 9.154
15 C 25.893 49.859 8.567
16 C 26.113 50.845 9.595
17 S 27.826 50.825 9.829
18 O 28.247 50.922 11.225
19 O 28.454 51.741 9.010
20 C 28.070 49.130 9.400
21 H 26.805 47.961 8.392
22 H 26.149 47.973 9.967
23 H 24.929 49.640 8.108
24 H 26.343 50.109 7.569
25 H 25.393 50.676 10.437
26 H 25.621 51.963 9.331
27 H 28.491 48.397 10.148
28 H 28.493 49.443 8.521
29 C 28.954 51.200 14.785
30 C 30.273 51.593 15.631
31 C 31.387 51.001 14.988
32 S 30.736 49.392 14.515
33 O 31.140 48.632 15.633
34 O 31.162 49.140 13.202
35 C 29.051 49.803 14.460
36 H 28.955 51.874 13.967
37 H 27.989 51.281 15.218
38 H 30.094 51.123 16.670
39 H 30.440 52.623 15.767
40 H 32.354 50.681 15.647
41 H 31.610 51.507 14.155
42 H 28.517 49.221 15.318
43 H 28.872 49.440 13.656
44 C 33.631 46.652 5.546
45 C 34.927 47.199 5.075
46 C 35.271 48.436 5.825
47 S 33.726 49.239 5.918
48 O 33.696 50.289 5.049
49 O 33.628 49.426 7.350
50 C 32.638 47.852 5.555
51 H 33.655 45.979 6.472
52 H 33.497 45.841 5.050
53 H 35.031 47.454 4.006
54 H 35.802 46.565 5.228
55 H 35.999 49.033 5.227
56 H 35.724 48.361 6.875
57 H 32.191 48.113 4.678
58 H 31.785 47.576 6.068
59 C 31.569 45.239 12.526
60 C 30.320 44.774 11.623
61 C 30.711 44.826 10.214
62 S 32.133 45.960 10.199
63 O 31.811 47.339 10.319
64 O 33.048 45.558 9.158
65 C 32.855 45.524 11.743
66 H 31.554 44.568 13.390
67 H 31.397 46.177 13.031
68 H 29.655 45.618 11.750
69 H 29.893 43.821 11.960
70 H 29.883 45.099 9.620
71 H 31.194 43.883 10.079
72 H 33.293 46.312 11.997
73 H 33.524 44.646 11.470
74 C 39.499 49.439 13.046
75 C 39.496 50.419 14.294
76 C 38.902 51.653 13.994
77 S 37.532 51.164 12.845
78 O 37.717 52.150 11.792
79 O 36.335 51.000 13.484
80 C 38.145 49.560 12.392
81 H 39.625 48.510 13.319
82 H 40.472 49.823 12.413
83 H 40.599 50.611 14.589
84 H 38.916 50.151 15.236
85 H 39.586 52.489 13.473
86 H 38.380 52.012 14.912
87 H 38.309 49.504 11.190
88 H 37.440 49.031 12.679
89 C 33.780 46.774 16.967
90 C 34.319 45.902 15.858
91 C 34.566 46.879 14.791
92 S 35.232 48.302 15.571
93 O 34.419 49.428 15.227
94 O 36.643 48.478 15.447
95 C 34.819 47.831 17.161
96 H 33.683 46.166 17.767
97 H 32.665 47.062 16.887
98 H 33.669 45.271 15.466
99 H 35.246 45.551 16.098
100 H 33.709 47.310 14.232
101 H 35.289 46.669 13.986
102 H 34.440 48.683 17.947
103 H 35.604 47.587 17.444
104 C 38.863 46.869 8.915
105 C 37.633 46.401 8.123
106 C 36.441 46.649 8.826
107 S 36.897 46.153 10.508
108 O 36.662 44.757 10.629
109 O 36.256 47.139 11.367
110 C 38.622 46.401 10.309
111 H 39.097 47.930 8.968
112 H 39.748 46.268 8.415
113 H 37.827 45.448 7.852
114 H 37.559 46.856 7.173
115 H 35.606 46.140 8.511
116 H 36.156 47.661 8.879
117 H 39.086 45.530 10.651
118 H 38.927 47.141 10.989

Results of the Löwdin charge analysis, in e, for atoms 1 through 4: 0.035, -0.338, 0.113, 0.083

Entry two
ORCA calculation (wB97M-V/def2-TZVPD) on C31H64NO15S7 as an isolated structure.

Results
M ... 915.314 u
HOMO ... -0.446 Eh
Orbital gap ... 10.4 eV
Charge ... +1

Atoms and positions in Å:
1 C 3.533 2.522 1.020
2 C 2.934 1.530 0.000
3 O 2.893 1.811 -1.198
4 N 2.231 0.383 0.613
5 H 2.930 -0.086 1.160
6 H 1.697 0.792 1.326
7 C 1.388 -0.405 -0.309
8 H 2.724 2.594 1.831
9 H 3.642 3.568 0.730
10 H 4.380 2.118 1.404
11 H 0.590 0.248 -0.685
12 H 0.901 -1.006 0.260
13 H 1.942 -0.736 -1.194
14 C 1.765 0.806 -4.139
15 C 1.771 0.409 -5.570
16 C 0.964 1.338 -6.276
17 S 1.105 2.921 -5.477
18 O -0.175 3.486 -5.289
19 O 2.071 3.680 -6.057
20 C 1.646 2.275 -4.000
21 H 2.498 0.212 -3.604
22 H 0.701 0.253 -3.727
23 H 1.284 -0.637 -5.846
24 H 3.002 0.616 -5.816
25 H -0.139 0.864 -6.120
26 H 1.426 1.526 -7.373
27 H 1.054 2.727 -3.157
28 H 2.734 2.849 -3.916
29 C -2.368 1.723 -4.053
30 C -2.415 2.814 -2.987
31 C -2.127 2.098 -1.814
32 S -3.020 0.568 -1.853
33 O -4.266 0.865 -1.189
34 O -2.137 -0.538 -1.460
35 C -3.246 0.578 -3.606
36 H -1.239 1.449 -4.220
37 H -2.811 2.124 -4.775
38 H -3.479 3.196 -2.777
39 H -1.659 3.474 -3.195
40 H -2.292 2.473 -0.813
41 H -1.015 1.916 -1.668
42 H -4.354 0.751 -3.708
43 H -2.796 -0.339 -3.957
44 C -1.104 6.131 -0.977
45 C -1.829 5.600 0.167
46 C -0.967 5.431 1.264
47 S 0.381 4.614 0.496
48 O 0.064 3.227 0.367
49 O 1.666 4.870 1.077
50 C 0.177 5.339 -1.083
51 H -1.038 7.287 -0.770
52 H -1.648 6.297 -1.956
53 H -2.271 4.733 -0.266
54 H -2.746 6.270 0.332
55 H -1.390 4.943 2.186
56 H -0.533 6.315 1.604
57 H 0.155 4.634 -1.884
58 H 0.871 6.146 -1.284
59 C -0.283 -5.548 -2.549
60 C -1.756 -4.977 -2.366
61 C -1.548 -3.708 -2.091
62 S -0.469 -3.192 -3.302
63 O 0.317 -2.016 -2.834
64 O -1.096 -3.239 -4.656
65 C 0.504 -4.532 -3.241
66 H -0.348 -6.368 -3.329
67 H -0.076 -6.051 -1.632
68 H -2.297 -5.452 -1.583
69 H -2.331 -5.217 -3.224
70 H -0.887 -3.583 -1.129
71 H -2.323 -3.047 -2.169
72 H 1.370 -4.251 -2.736
73 H 1.016 -5.050 -4.211
74 C -0.855 -5.950 1.575
75 C -1.398 -5.714 3.004
76 C -1.289 -4.301 3.346
77 S 0.148 -3.796 2.417
78 O 1.253 -3.581 3.337
79 O -0.264 -2.652 1.644
80 C 0.505 -5.158 1.503
81 H -1.480 -5.497 0.687
82 H -0.681 -7.014 1.466
83 H -0.693 -6.058 3.628
84 H -2.418 -6.074 3.434
85 H -1.062 -3.871 4.195
86 H -2.124 -3.693 2.819
87 H 1.374 -5.607 1.896
88 H 0.751 -4.689 0.392
89 C 3.004 -0.145 6.054
90 C 2.726 -1.700 5.823
91 C 3.838 -2.070 4.962
92 S 4.251 -0.794 3.803
93 O 3.683 -0.980 2.455
94 O 5.651 -0.404 3.907
95 C 3.348 0.558 4.664
96 H 3.836 -0.260 6.711
97 H 2.165 0.285 6.469
98 H 1.694 -1.888 5.327
99 H 2.552 -2.374 6.786
100 H 3.766 -2.947 4.418
101 H 4.698 -2.372 5.542
102 H 2.473 0.715 4.040
103 H 3.665 1.555 4.663
104 C -3.415 1.439 3.338
105 C -3.469 0.088 2.782
106 C -2.337 -0.134 2.024
107 S -1.030 0.411 3.049
108 O 0.155 0.870 2.330
109 O -0.961 -0.451 4.160
110 C -1.926 1.828 3.726
111 H -4.082 1.714 4.075
112 H -3.663 2.160 2.453
113 H -4.437 -0.113 2.023
114 H -3.577 -0.643 3.596
115 H -2.496 0.392 1.190
116 H -2.254 -1.133 1.681
117 H -1.770 2.628 3.170
118 H -1.753 1.972 4.673

Results of the Löwdin charge analysis, in e, for atoms 1 through 4: 0.042, -0.315, 0.125, 0.098

Q: Which of them is the most stable? A: entry two.

Entry one
ORCA calculation (wB97M-V/def2-TZVPD) on C3H6N4S in the gas phase.

Results
M ... 130.176 u
SMILES ... CS/N=N/[C@@H]1N=C1N
HOMO ... -0.305 Eh
Orbital gap ... 8.7 eV

Atoms and positions in Å:
1 C -0.934 1.569 1.093
2 C -0.037 2.022 0.074
3 C 0.129 -2.751 -0.808
4 N -1.145 0.253 1.166
5 N -1.245 2.047 -0.269
6 N -0.652 -0.633 0.446
7 N 1.256 2.257 -0.200
8 S -0.831 -2.277 0.623
9 H -0.914 2.138 2.037
10 H 1.127 -2.939 -0.374
11 H 0.172 -1.930 -1.455
12 H -0.326 -3.563 -1.289
13 H 1.896 1.480 0.165
14 H 1.504 2.327 -1.211

Results of the Löwdin charge analysis, in e, for atoms 1 through 4: -0.352, -0.437, -0.392, -0.070

Entry two
ORCA calculation (wB97M-V/def2-TZVPD) on C3H6N4S in the gas phase.

Results
M ... 130.176 u
SMILES ... CN/N=C(\C#N)NS
HOMO ... -0.321 Eh
Orbital gap ... 8.7 eV

Atoms and positions in Å:
1 C 2.128 -1.916 1.902
2 C -0.082 0.182 0.088
3 C -1.360 0.101 0.697
4 H 2.295 -2.559 0.944
5 H 1.916 -2.599 2.724
6 H 3.131 -1.376 1.975
7 H 0.107 -1.736 2.056
8 H 1.066 1.599 -0.711
9 H -1.436 2.079 -2.240
10 N 0.964 -1.094 1.680
11 N 0.960 -0.526 0.473
12 N 0.008 1.279 -0.764
13 N -2.376 -0.165 1.203
14 S -0.506 1.121 -2.438

Results of the Löwdin charge analysis, in e, for atoms 1 through 4: -0.145, -0.488, -0.180, 0.096

Q: Which of them is the most stable? A: entry two.

Entry one
ORCA calculation (wB97M-V/def2-TZVPD) on a 2-piece molecular cluster, C4H11NO overall.

Results
M ... 89.138 u
Multiplicity ... 2
HOMO (spin up / spin down) ... 0.051 / -0.188 Eh
Orbital gap (spin up / spin down) ... 2.7 / 9.4 eV
Charge ... -1

Atoms and positions in Å:
1 C 0.638 1.344 0.574
2 N -0.138 1.055 -0.665
3 C 0.654 -0.015 -1.320
4 C 1.060 -0.925 -0.168
5 C 0.948 -0.038 1.089
6 H 1.521 1.944 0.316
7 H 0.037 1.926 1.276
8 H -0.170 1.914 -1.213
9 H 0.074 -0.559 -2.063
10 H 1.529 0.484 -1.725
11 H 2.048 -1.331 -0.399
12 H 0.400 -1.793 -0.111
13 H 0.099 -0.356 1.699
14 H 1.816 -0.225 1.727
15 H -1.916 -0.613 0.509
16 H -3.420 -0.852 0.546
17 O -2.589 -1.302 0.406

Results of the Löwdin charge analysis, in e, for atoms 1 through 4: -0.447, -0.100, -0.351, -0.247

Entry two
ORCA calculation (wB97M-V/def2-TZVPD) on a 2-piece molecular cluster, C4H11NO overall.

Results
M ... 89.138 u
Multiplicity ... 2
HOMO (spin up / spin down) ... 0.042 / -0.126 Eh
Orbital gap (spin up / spin down) ... 2.9 / 7.3 eV
Charge ... -1

Atoms and positions in Å:
1 C 0.318 -0.373 2.222
2 N 0.586 -0.187 0.760
3 C -0.264 -1.113 -0.094
4 C -1.162 -0.033 -2.205
5 C -0.113 -0.628 -1.492
6 H 0.906 -1.202 2.622
7 H 0.516 0.512 2.879
8 H -0.699 -0.678 2.211
9 H 1.590 -0.277 0.566
10 H -1.274 -1.003 0.413
11 H -0.063 -2.175 0.061
12 H -0.951 0.255 -3.201
13 H -2.199 -0.313 -2.089
14 H 0.868 -0.658 -2.025
15 H 0.971 2.026 0.303
16 H 0.063 3.092 -0.616
17 O 0.907 2.755 -0.316

Results of the Löwdin charge analysis, in e, for atoms 1 through 4: -0.172, -0.158, -0.320, -0.232

Entry three
ORCA calculation (wB97M-V/def2-TZVPD) on a 2-piece molecular cluster, C4H11NO overall.

Results
M ... 89.138 u
Multiplicity ... 2
HOMO (spin up / spin down) ... 0.040 / -0.210 Eh
Orbital gap (spin up / spin down) ... 2.8 / 9.5 eV
Charge ... -1

Atoms and positions in Å:
1 N 1.239 -1.104 1.807
2 C 1.383 -0.695 0.292
3 C -1.487 2.011 0.207
4 C -0.502 0.935 0.697
5 C 0.460 0.415 -0.121
6 H 1.382 -0.283 2.380
7 H 2.029 -1.722 2.046
8 H 2.413 -0.481 -0.046
9 H 1.098 -1.578 -0.274
10 H -1.036 2.996 0.270
11 H -2.400 1.976 0.785
12 H -1.544 1.759 -0.852
13 H -0.466 0.704 1.747
14 H 0.476 0.568 -1.205
15 H -0.651 -2.461 -2.555
16 H -1.674 -1.491 -2.806
17 O -0.720 -1.550 -2.374

Results of the Löwdin charge analysis, in e, for atoms 1 through 4: -0.026, -0.317, -0.138, -0.178

Q: Which of them is the most stable? A: entry one.

Entry one
ORCA calculation (wB97M-V/def2-TZVPD) on an isolated ion of composition CH2NO2S and charge -1.

Results
M ... 92.099 u
SMILES ... [O-]C(=S)NO
HOMO ... -0.122 Eh
Orbital gap ... 7.3 eV
Charge ... -1

Atoms and positions in Å:
1 C 1.434 0.493 0.151
2 N 0.324 -0.395 0.110
3 O 1.383 1.715 0.108
4 O -0.976 0.215 -0.167
5 S 2.851 -0.336 -0.042
6 H 0.579 -1.004 -0.717
7 H -0.682 1.083 -0.346

Results of the Löwdin charge analysis, in e, for atoms 1 through 4: -1.183, -0.106, -0.119, -0.099

Entry two
ORCA calculation (wB97M-V/def2-TZVPD) on a 2-piece molecular cluster, CH2NO2S overall.

Results
M ... 92.099 u
HOMO (spin up / spin down) ... -0.164 / -0.164 Eh
Orbital gap (spin up / spin down) ... 7.9 / 7.9 eV
Charge ... -1

Atoms and positions in Å:
1 C 2.105 0.358 0.127
2 N -0.454 0.696 0.907
3 O -2.618 0.229 -0.511
4 O -1.001 -1.691 0.100
5 S -1.357 -0.214 0.140
6 H 1.482 -0.457 -0.230
7 H 1.843 1.079 -0.533

Results of the Löwdin charge analysis, in e, for atoms 1 through 4: 0.103, -0.354, -0.465, -0.484

Q: Which of them is the most stable? A: entry one.